(1)
Here is C20H25ClN2O4S2 in the gas phase from the OMol25 dataset. Energies are from ωB97M-V/def2-TZVPD.

XYZ file:
```
54
Properties=species:S:1:pos:R:3
C 1.332 -4.150 -3.261
O 1.529 -3.125 -2.317
C 0.741 -3.102 -1.205
C -0.156 -4.103 -0.858
C -0.889 -4.024 0.315
C -0.751 -2.945 1.171
C -1.524 -2.854 2.450
C 0.132 -1.931 0.816
C 0.870 -1.986 -0.356
N 1.759 -0.950 -0.713
C 1.527 -0.254 -1.962
C 0.096 0.269 -2.087
O -0.537 0.167 -3.119
N -0.393 0.836 -0.969
C -1.743 1.338 -0.903
C -2.548 0.683 0.213
S -1.853 0.925 1.881
C -2.159 2.704 2.171
C -1.281 3.601 1.355
C -1.810 4.705 0.695
C -0.994 5.505 -0.086
C 0.349 5.207 -0.237
C 0.875 4.108 0.425
Cl 2.537 3.672 0.222
C 0.074 3.319 1.234
S 2.552 -0.092 0.474
C 3.353 -1.404 1.416
O 3.550 0.697 -0.177
O 1.635 0.617 1.330
H 2.016 -3.930 -4.079
H 1.572 -5.134 -2.845
H 0.305 -4.153 -3.640
H -0.286 -4.961 -1.497
H -1.579 -4.820 0.557
H -1.715 -1.815 2.707
H -2.471 -3.383 2.368
H -0.957 -3.305 3.265
H 0.228 -1.070 1.458
H 2.232 0.579 -1.991
H 1.726 -0.920 -2.805
H 0.173 0.909 -0.133
H -1.729 2.425 -0.771
H -2.209 1.107 -1.866
H -2.564 -0.400 0.083
H -3.570 1.063 0.218
H -3.216 2.899 1.988
H -1.955 2.830 3.236
H -2.862 4.933 0.788
H -1.412 6.361 -0.594
H 0.983 5.813 -0.863
H 0.498 2.463 1.736
H 3.941 -0.936 2.196
H 2.591 -2.045 1.839
H 3.987 -1.944 0.727
```

Structure (SMILES) = COc1ccc(C)cc1N(CC(=O)NCCSCc1cccc(Cl)c1)S(C)(=O)=O
Spin multiplicity = 1
HOMO level = -8.5 eV
ΔE to the lowest compared entry with this formula, charge and spin = 12.6 kJ/mol

=====

(2)
Here is C20H25ClN2OTc as an isolated structure at a distorted geometry from the OMol25 dataset. Energies are from ωB97M-V/def2-TZVPD.

XYZ file:
```
50
Properties=species:S:1:pos:R:3
C -0.855 -0.364 -5.576
C -1.780 -1.449 -5.239
C -1.379 0.969 -5.889
C 0.568 -0.652 -5.776
Cl -0.307 0.320 -1.930
H -1.655 1.070 -6.954
H -0.633 1.748 -5.679
H -2.284 1.187 -5.304
H -2.164 -1.965 -6.137
H -2.654 -1.070 -4.691
H -1.287 -2.212 -4.620
H 0.789 -0.961 -6.813
H 0.903 -1.469 -5.122
H 1.185 0.234 -5.569
C -1.530 1.291 2.251
C -1.269 2.391 1.368
C -1.838 2.071 0.061
H -1.001 3.387 1.695
C -2.498 0.784 0.213
C -2.299 0.332 1.540
H -2.752 -0.553 1.979
H -1.275 1.296 3.308
H -1.987 2.794 -0.736
H -3.111 0.319 -0.551
C 2.403 1.455 0.856
C 1.511 2.449 1.387
C 0.990 3.213 0.269
H 1.333 2.651 2.439
C 1.455 2.594 -0.942
C 2.329 1.508 -0.565
H 2.860 0.862 -1.255
H 3.043 0.799 1.440
H 0.399 4.119 0.313
H 1.242 2.944 -1.946
Tc 0.122 1.292 0.171
N 1.526 -3.165 6.460
C 0.824 -3.524 5.340
O 0.244 -4.602 5.264
C 0.811 -2.545 4.203
C 0.143 -2.856 3.001
C 0.129 -1.923 1.956
N 0.645 -0.682 2.073
C 1.260 -0.386 3.229
C 1.425 -1.291 4.278
H 1.497 -3.806 7.239
H 1.934 -2.257 6.626
H -0.372 -3.808 2.852
H -0.339 -2.189 1.001
H 1.688 0.609 3.349
H 2.010 -0.960 5.132
```

Total charge = +2
Spin multiplicity = 4
⟨S²⟩ = 3.79
HOMO level (spin up / spin down) = -13.0 / -14.3 eV

=====

(3)
Here is C20H25CrN10O15 as an isolated structure at a distorted geometry from the OMol25 dataset. Energies are from ωB97M-V/def2-TZVPD.

XYZ file:
```
71
Properties=species:S:1:pos:R:3
Cr -1.323 2.722 0.528
N -3.933 2.754 -1.562
O -4.277 3.918 -1.764
O -4.738 1.882 -1.684
O -2.785 2.525 -1.033
N 0.693 1.047 -0.155
O 0.237 1.304 0.974
O 1.405 0.143 -0.437
O 0.062 1.818 -0.803
N -0.799 4.142 3.487
O 0.203 4.527 3.986
O -0.819 3.634 2.317
O -1.927 4.263 4.053
N -3.491 1.328 2.538
O -2.589 1.636 1.787
O -4.045 0.257 2.679
O -3.824 2.236 3.300
N -0.977 5.283 -1.314
O -2.078 5.757 -1.428
O -0.068 5.583 -2.053
O -0.812 4.481 -0.410
N -1.249 -0.679 4.310
C -0.242 -0.024 3.595
C 0.254 0.962 4.437
C -0.699 1.103 5.507
C -1.605 0.082 5.374
H -1.736 -1.539 4.102
H 0.182 -0.476 2.710
H 1.183 1.500 4.318
H -0.697 1.800 6.332
H -2.485 -0.141 5.959
N 1.274 -3.197 -3.215
C 2.260 -4.144 -3.329
C 3.447 -3.660 -2.769
C 3.193 -2.349 -2.393
C 1.866 -2.086 -2.718
H 0.314 -3.282 -3.514
H 2.012 -5.142 -3.661
H 4.324 -4.290 -2.749
H 3.853 -1.581 -2.017
H 1.480 -1.092 -2.547
N 2.635 -3.996 0.398
C 3.170 -4.774 1.410
C 2.447 -4.480 2.549
C 1.703 -3.275 2.373
C 1.836 -3.072 0.989
H 2.761 -4.106 -0.598
H 3.902 -5.561 1.298
H 2.458 -5.047 3.469
H 1.261 -2.559 3.050
H 1.404 -2.283 0.391
N -2.506 -2.217 0.993
C -3.190 -1.243 0.331
C -2.435 -0.889 -0.747
C -1.247 -1.621 -0.773
C -1.330 -2.482 0.319
H -2.875 -2.715 1.790
H -4.101 -0.821 0.729
H -2.674 -0.150 -1.497
H -0.416 -1.668 -1.461
H -0.638 -3.268 0.583
N 2.081 1.274 -4.948
C 1.755 1.629 -3.666
C 1.388 2.984 -3.681
C 1.398 3.415 -5.040
C 1.835 2.325 -5.771
H 2.232 0.340 -5.303
H 1.860 0.956 -2.828
H 1.070 3.642 -2.886
H 1.194 4.422 -5.372
H 1.982 2.237 -6.838
```

Total charge = -1
Spin multiplicity = 5
⟨S²⟩ = 6.07
HOMO level (spin up / spin down) = -5.8 / -5.9 eV

=====

(4)
Here is a 5-piece molecular cluster, C20H25F15O10 overall at a distorted geometry from the OMol25 dataset. Energies are from ωB97M-V/def2-TZVPD.

XYZ file:
```
70
Properties=species:S:1:pos:R:3
C -2.578 0.458 6.196
C -3.803 1.364 6.158
O -3.423 2.707 6.419
C -3.238 3.524 5.390
O -3.482 3.265 4.250
C -2.524 4.831 5.783
F -3.235 5.884 5.305
F -2.429 4.924 7.106
F -1.330 4.943 5.188
H -2.063 0.649 7.140
H -1.849 0.701 5.421
H -2.850 -0.595 6.178
H -4.426 1.034 6.991
H -4.402 1.250 5.257
C -4.374 -3.852 -1.048
C -3.343 -2.925 -0.396
O -2.237 -3.742 -0.007
C -1.528 -3.372 1.036
O -1.816 -2.490 1.800
C -0.332 -4.290 1.341
F 0.283 -4.660 0.197
F 0.565 -3.615 2.048
F -0.651 -5.392 2.006
H -5.184 -3.299 -1.520
H -4.777 -4.475 -0.250
H -3.902 -4.444 -1.831
H -3.862 -2.415 0.411
H -3.016 -2.171 -1.110
C 0.581 -0.439 -0.560
C -0.283 0.385 -1.501
O -0.929 1.491 -0.894
C -2.127 1.271 -0.354
O -2.791 0.304 -0.575
C -2.636 2.477 0.467
F -1.654 3.319 0.789
F -3.493 3.167 -0.293
F -3.232 2.030 1.553
H -0.013 -0.922 0.223
H 1.290 0.206 -0.040
H 1.065 -1.279 -1.056
H -0.959 -0.350 -1.943
H 0.336 0.741 -2.321
C 1.286 0.870 -5.270
C 0.800 2.194 -5.843
O 1.899 2.915 -6.401
C 2.333 2.685 -7.617
O 1.858 1.884 -8.369
C 3.493 3.597 -8.043
F 3.919 4.383 -7.059
F 4.539 2.893 -8.495
F 3.042 4.343 -9.067
H 0.537 0.079 -5.342
H 1.566 1.029 -4.232
H 2.077 0.467 -5.902
H 0.320 2.732 -5.028
H 0.083 2.082 -6.657
C 4.583 -3.504 2.813
C 4.152 -3.209 1.397
O 4.726 -1.937 1.003
C 4.429 -1.412 -0.167
O 3.901 -2.051 -1.035
C 4.799 0.078 -0.260
F 4.915 0.641 0.935
F 5.937 0.209 -0.941
F 3.847 0.711 -0.956
H 5.664 -3.514 2.934
H 4.201 -4.487 3.094
H 4.128 -2.818 3.529
H 3.082 -3.053 1.271
H 4.532 -4.006 0.759
```

Structure (SMILES) = CCOC(=O)C(F)(F)F.CCOC(=O)C(F)(F)F.CCOC(=O)C(F)(F)F.CCOC(=O)C(F)(F)F.CCOC(=O)C(F)(F)F
Spin multiplicity = 1
HOMO level = -11.3 eV
ΔE to the lowest compared entry with this formula, charge and spin = 105.8 kJ/mol

=====

(5)
Here is C20H25FN4O2S in the gas phase at a distorted geometry from the OMol25 dataset. Energies are from ωB97M-V/def2-TZVPD.

XYZ file:
```
53
Properties=species:S:1:pos:R:3
C 1.230 1.580 2.916
C 0.234 1.080 1.871
C 0.013 2.099 0.731
C -1.030 1.648 -0.315
C -0.387 2.040 -1.646
C -0.271 3.567 -1.711
C 0.889 3.872 -0.741
C 1.214 2.493 -0.152
C 1.058 1.616 -1.395
N 0.588 -0.256 1.430
C -0.257 -1.340 1.421
C -1.604 -1.414 2.061
O -2.592 -0.583 1.497
C -3.128 -0.928 0.289
C -2.730 -1.999 -0.500
C -3.356 -2.240 -1.714
C -4.378 -1.424 -2.162
C -4.782 -0.346 -1.391
C -4.159 -0.110 -0.186
F -4.545 0.946 0.562
N 0.336 -2.375 0.899
N 1.585 -2.018 0.571
C 1.744 -0.756 0.898
S 3.260 0.079 0.762
C 4.317 -1.245 0.096
C 4.143 -1.397 -1.413
N 3.108 -2.183 -1.752
O 4.888 -0.866 -2.206
H 0.878 2.521 3.328
H 2.213 1.735 2.483
H 1.320 0.859 3.726
H -0.744 0.965 2.353
H -0.348 2.992 1.249
H -2.003 2.111 -0.157
H -1.163 0.566 -0.294
H -0.881 1.596 -2.509
H -1.200 4.049 -1.409
H -0.036 3.895 -2.724
H 0.616 4.596 0.026
H 1.755 4.262 -1.277
H 2.177 2.459 0.349
H 1.742 1.899 -2.193
H 1.156 0.549 -1.210
H -1.528 -1.083 3.103
H -1.913 -2.466 2.048
H -1.923 -2.641 -0.184
H -3.032 -3.078 -2.311
H -4.859 -1.619 -3.107
H -5.572 0.315 -1.711
H 4.074 -2.162 0.630
H 5.333 -0.918 0.312
H 2.896 -2.308 -2.728
H 2.455 -2.503 -1.041
```

Structure (SMILES) = C[C@@H]([C@@H]1C[C@H]2CC[C@@H]1C2)n1c(COc2ccccc2F)nnc1SCC(N)=O
Spin multiplicity = 1
HOMO level = -8.8 eV
ΔE to the lowest compared entry with this formula, charge and spin = 102.8 kJ/mol

=====

(6)
Here is C20H25N3O7S2 in the gas phase from the OMol25 dataset. Energies are from ωB97M-V/def2-TZVPD.

XYZ file:
```
57
Properties=species:S:1:pos:R:3
C 6.127 1.658 2.118
O 5.296 0.783 1.389
C 4.688 1.245 0.263
C 4.903 2.502 -0.286
C 4.274 2.878 -1.462
C 3.417 2.005 -2.102
C 3.176 0.755 -1.555
C 3.796 0.362 -0.379
N 3.574 -0.915 0.180
C 2.999 -0.998 1.506
C 1.627 -0.321 1.610
O 1.324 0.353 2.568
N 0.835 -0.567 0.534
C -0.434 -0.069 0.251
C -1.129 0.782 1.111
C -2.388 1.231 0.755
C -2.947 0.839 -0.447
S -4.617 1.333 -0.847
O -4.805 1.266 -2.266
O -4.935 2.548 -0.157
N -5.574 0.136 -0.179
C -5.594 0.075 1.264
C -6.769 -0.812 1.686
O -6.667 -2.093 1.107
C -6.648 -2.017 -0.299
C -5.469 -1.170 -0.786
C -2.266 -0.001 -1.310
C -1.008 -0.453 -0.964
S 3.338 -2.228 -0.820
C 4.777 -2.160 -1.900
O 2.136 -2.076 -1.608
O 3.404 -3.394 0.003
H 6.460 1.088 2.984
H 5.580 2.542 2.455
H 6.999 1.965 1.532
H 5.573 3.197 0.194
H 4.460 3.858 -1.871
H 2.923 2.293 -3.016
H 2.493 0.076 -2.041
H 3.669 -0.535 2.234
H 2.902 -2.062 1.737
H 1.205 -1.171 -0.197
H -0.680 1.081 2.043
H -2.942 1.902 1.392
H -5.718 1.092 1.633
H -4.656 -0.352 1.655
H -6.771 -0.965 2.766
H -7.709 -0.335 1.376
H -6.563 -3.043 -0.660
H -7.585 -1.571 -0.663
H -5.504 -1.031 -1.866
H -4.525 -1.662 -0.504
H -2.726 -0.271 -2.247
H -0.456 -1.106 -1.624
H 4.752 -1.234 -2.459
H 5.652 -2.217 -1.266
H 4.727 -3.013 -2.564
```

Structure (SMILES) = COc1ccccc1N(CC(=O)Nc1ccc(S(=O)(=O)N2CCOCC2)cc1)S(C)(=O)=O
Spin multiplicity = 1
HOMO level = -8.8 eV
ΔE to the lowest compared entry with this formula, charge and spin = 0.0 kJ/mol

=====

What are the DFT total energy values for these records? In order: -2444.1686 -1502.1943 -3497.0138 -3027.5455 -1644.6954 -2264.4268 Eh.